1.
{
  "formula": "C4H4O3",
  "method": "wB97M-V/def2-TZVPD",
  "e_homo_ev": -9.18,
  "orbital_gap_ev": 9.701,
  "mol_weight_g_mol": 100.1,
  "energy_ev": -10353.189,
  "species": ["C", "C", "C", "C", "O", "O", "O", "H", "H", "H", "H"],
  "coordinates": [[1.51174, -0.69331, -0.10593], [0.65985, 0.34096, -0.09688], [2.62872, 0.27672, -0.02427], [-0.75776, 0.69778, -0.13156], [3.80673, 0.30782, 0.00837], [1.70353, 1.33058, -0.01775], [1.41689, -2.17327, -0.13414], [-1.12617, 0.85272, 0.88521], [-1.33378, -0.09679, -0.59664], [-0.87739, 1.63361, -0.67577], [2.32689, -2.48894, -0.08924]]
}



2.
{
  "formula": "C4H4O3",
  "method": "wB97M-V/def2-TZVPD",
  "e_homo_ev": [-19.05, -18.65],
  "charge": 2,
  "orbital_gap_ev": [7.468, 6.969],
  "mol_weight_g_mol": 100.1,
  "energy_ev": -10328.277,
  "species": ["C", "C", "O", "H", "C", "O", "O", "H", "C", "H", "H"],
  "coordinates": [[-2.33275, 2.63917, 0.66616], [-1.96778, 1.64282, 1.28464], [-1.43679, 0.73369, 2.03471], [-2.57086, 3.28115, -0.17025], [2.74769, 1.02969, 0.92808], [1.67801, 0.56138, 0.84366], [3.56423, 1.86421, 0.60500], [4.47828, 1.58734, 0.35692], [-0.50272, -0.22107, 1.65367], [-0.70723, -0.72141, 0.69922], [-0.11233, -0.76929, 2.51694]]
}



3.
{
  "formula": "C4H4OPm",
  "method": "wB97M-V/def2-TZVPD",
  "e_homo_ev": [-27.30, -27.68],
  "charge": 4,
  "orbital_gap_ev": [5.075, 6.898],
  "mol_weight_g_mol": 213.1,
  "spin_multiplicity": 6,
  "energy_ev": -22753.639,
  "species": ["H", "C", "C", "C", "C", "O", "H", "H", "H", "Pm"],
  "coordinates": [[1.52109, 0.89271, -0.88629], [2.79323, -1.90945, -2.40420], [1.87507, -1.35665, -1.79415], [0.89105, -0.62978, -1.16973], [1.18278, 0.11788, 0.08023], [0.21695, 0.57815, 0.80300], [3.60085, -2.32878, -2.99385], [-0.15631, -0.90496, -1.37122], [2.06097, -0.23187, 0.67653], [-2.06101, 0.59601, 2.08354]]
}



4.
{
  "formula": "C4H4OPr",
  "method": "wB97M-V/def2-TZVPD",
  "e_homo_ev": [-15.21, -15.22],
  "charge": 2,
  "orbital_gap_ev": [5.508, 5.575],
  "mol_weight_g_mol": 209.0,
  "spin_multiplicity": 4,
  "energy_ev": -20306.182,
  "species": ["H", "C", "C", "C", "C", "O", "Pr", "H", "H", "H"],
  "coordinates": [[-1.59282, -0.49216, 0.20740], [-1.45696, -0.87298, -1.05289], [-0.16875, -0.20010, -1.06465], [0.10155, 0.31189, 0.19335], [0.91640, 0.50474, 1.14978], [1.75101, 0.64024, 1.99116], [3.91324, 2.10265, 3.31682], [-1.38512, -1.96200, -0.98437], [-2.11888, -0.49240, -1.84268], [0.04032, 0.46011, -1.91392]]
}